No. 1
DFT (ωB97M-V with the def2-TZVPD basis set) results for a cluster of 8 separate species, C36H48N8O12 in total at a distorted geometry.

```
104
Properties=species:S:1:pos:R:3:forces:R:3
C 3.381082 -3.879835 2.050394 0.166 4.130 -5.206
C 2.682477 -3.429017 -6.626185 2.400 2.576 0.423
C -1.392907 -1.732035 -3.982775 -2.302 -0.667 -0.699
C 3.030583 -1.415735 -8.228562 -2.505 -2.958 8.478
C -4.120836 -1.069551 -2.671374 5.460 -2.031 -2.262
C -7.133135 3.942224 2.849146 3.568 -0.327 4.626
H 6.278144 0.350646 0.333409 -0.760 0.240 -0.070
C -1.090050 0.513642 -0.820964 5.667 1.648 7.522
O 2.432604 -0.552587 -3.332045 0.823 0.541 -2.939
H -0.664656 2.889560 -4.773574 0.045 1.277 1.657
H -6.029319 1.183766 4.393247 0.034 0.011 0.102
C -1.813719 -2.517612 -2.731157 -1.443 3.955 -2.961
H 4.057408 -2.994313 2.014511 0.209 -0.516 0.431
H 1.986678 1.978553 5.384011 -0.910 -1.472 0.713
C 1.175306 0.418554 1.474505 -6.407 0.519 -6.464
H -2.052729 3.533133 -1.483290 2.581 0.946 6.003
O 0.264748 -3.579886 -2.624719 -2.987 -0.377 1.213
H 3.765201 -4.405193 1.079454 -1.257 -0.117 2.370
H -4.750187 2.203659 3.492677 -3.111 0.290 2.288
H -3.333001 -2.649868 -1.133937 -0.156 0.099 -0.356
O 3.691865 0.085338 6.289408 -1.680 -0.768 1.155
O -3.096436 1.126282 2.336286 0.657 -0.133 -0.941
H 1.850298 0.242037 2.225575 1.513 -0.279 1.668
H -0.446547 -2.084974 -4.803469 -3.023 1.248 3.103
H 3.335049 -4.159601 3.006876 0.382 -2.377 3.442
C 2.516387 -0.963694 -5.622391 2.018 -6.351 -5.282
N 5.694025 0.044830 2.361861 0.986 1.678 -2.736
H 7.308162 -1.243613 1.623947 0.542 1.179 -0.888
C -0.276462 1.603338 5.159928 4.946 1.879 0.250
C -2.522985 3.499419 -2.319405 9.791 -2.746 -5.116
H -7.790666 1.707451 1.500926 -1.780 2.884 -8.359
H -8.481630 1.262845 2.852530 -0.324 -1.159 0.571
C -1.146684 -0.600975 5.721762 7.479 3.144 2.007
H 4.528173 -0.378801 4.054856 -0.139 0.698 -1.141
H -2.409042 -0.091808 -5.558427 1.016 -1.839 2.321
H -6.729324 0.639922 2.246432 -2.203 1.546 0.662
H -7.891753 4.177394 2.176827 -1.378 0.073 -1.643
H -5.717159 2.683591 4.976878 0.576 5.192 7.162
C 1.644846 -3.126302 0.347619 3.200 8.976 4.381
H 7.411039 -0.856260 3.475604 -1.795 -0.558 -2.751
H -0.589931 0.193760 2.679480 -0.729 0.077 1.718
H -5.146582 -0.974939 -2.351339 0.220 0.042 0.584
H 2.583767 0.519185 -0.168753 0.892 -0.009 -0.969
H -2.264295 1.054907 4.705895 0.846 -0.547 0.849
O 1.917654 0.992013 -4.843869 1.679 -1.945 1.215
H -2.913040 5.776237 -3.789581 -0.373 0.239 0.290
N -2.839937 0.964625 1.153693 -0.810 -0.629 -1.173
C -2.479267 -0.683890 -4.517862 4.349 -1.422 -1.879
C -5.855772 2.238984 4.176792 1.315 -5.783 -11.351
N -1.674829 4.204642 -3.282841 -0.432 -4.068 0.762
H 0.226784 -2.548834 2.405025 -0.928 0.574 -0.045
C 5.960265 0.986654 1.168677 0.429 -0.273 1.770
N 2.707922 -0.554615 6.752502 1.832 0.989 -2.592
N 2.073812 -3.207527 1.807488 -1.646 -0.542 -2.242
C -3.099714 -2.152149 -2.074725 -0.985 2.598 -2.808
H 3.287517 -3.739639 -8.808471 -0.682 1.275 1.237
H 2.560325 0.655172 -7.166017 0.430 -1.475 -0.355
C 0.186051 -1.084965 6.391536 -1.093 5.087 -3.855
O -0.914065 5.915701 -4.421851 -3.894 -0.885 1.027
C 2.694359 -0.460150 -7.074490 0.412 -3.034 0.700
C -1.378072 0.794562 0.728074 2.389 -2.827 -4.058
H 2.427251 -2.899853 -4.363601 0.419 0.879 -1.942
C 4.626949 0.350316 3.172857 1.544 -0.958 1.334
H -3.381050 3.701833 -2.281694 -12.432 3.846 0.461
H 3.044329 -4.453906 -6.334262 -1.214 0.911 -0.402
C -7.555594 1.499702 2.372632 4.722 -2.848 8.234
C 1.185909 1.212006 5.632873 -2.798 -1.696 -0.507
N -0.920482 -3.562858 -2.153252 2.254 1.572 -1.306
C 0.561131 0.472163 -1.036643 -4.687 0.185 1.924
H 6.859117 1.662640 1.326917 -1.142 -0.634 0.318
H -4.299011 0.359429 -4.586298 0.620 -1.027 1.463
H 0.944200 -2.167706 0.352381 1.349 -2.242 -0.766
C 2.972793 -2.999367 -8.000572 0.083 3.680 2.393
C -0.301228 0.430581 1.709884 1.983 1.469 -2.760
C -1.922591 5.347027 -3.835729 4.927 3.131 -2.699
H -0.390444 2.561331 -3.072113 -0.261 -1.081 1.135
C -3.652930 -0.346686 -3.967863 -2.992 -1.829 3.860
H -2.487597 2.458276 -2.453057 -0.045 -1.597 -1.157
C 2.582293 -2.454112 -5.418033 -0.673 0.862 -2.210
H 5.038066 1.589214 1.084113 0.667 -0.341 -0.525
O -1.335731 -4.228252 -1.241308 0.161 -0.177 -0.210
C 1.412468 -0.175252 6.209610 -5.238 2.437 -0.645
H 1.269985 -3.934869 0.063135 -3.661 -6.815 -2.511
C 6.702479 -1.008596 2.469448 -0.465 -1.220 4.080
C 1.188845 -2.824097 2.766652 5.139 -2.179 4.157
N 2.400777 -0.151257 -4.527584 -3.690 3.541 2.671
H 0.776419 0.405233 -2.061298 0.715 -0.034 -1.049
H 3.035006 -0.939394 -9.097084 0.450 1.440 -3.963
C -1.314328 0.743157 5.215922 -0.414 -2.169 -0.036
C -0.532688 3.375223 -3.719635 -0.440 0.221 -1.951
O 1.596609 -2.920691 4.004396 -2.339 0.781 -3.957
C 1.537021 0.504689 -0.033132 -3.059 -0.276 3.817
H 0.392624 3.899722 -3.664800 0.519 0.698 -0.414
H 6.179223 -1.999332 2.500360 0.273 0.635 0.896
H -0.447052 2.675837 4.666079 0.723 -2.520 1.284
O 2.809808 -1.528106 7.440769 -0.304 -0.332 0.768
H -1.873294 0.544929 -1.522519 -0.502 -0.006 -1.008
H -1.967231 -1.137866 5.652107 -3.467 -3.244 0.151
O 3.965415 1.367144 3.074031 -0.231 -0.485 -0.295
N -6.927922 2.582386 3.176207 0.040 2.430 -0.332
H 0.288290 -2.067550 6.758715 0.109 -0.840 0.385
O -3.738055 0.906286 0.262317 2.423 0.240 1.716
H 2.585385 -2.946980 -0.203169 -0.670 0.350 -0.068
O -6.522968 4.853352 3.476486 -1.515 -2.252 -1.890
```
Positions in Å, forces in eV/Å.

Output
- Total energy: -2740.31686 a.u.
- Energy above the lowest of the compared OMol25 structures with the same formula, charge and spin: 20.871 eV
- SMILES: O=[N+]([O-])c1ccccc1.O=[N+]([O-])c1ccccc1.O=[N+]([O-])c1ccccc1.O=[N+]([O-])c1ccccc1.CN(C)C=O.CN(C)C=O.CN(C)C=O.CN(C)C=O
- Frontier orbital gap: 6.794 eV
- Charge: 0

---

No. 2
DFT (ωB97M-V with the def2-TZVPD basis set) results for a structure of composition C16H36BeF6O8S4 at a distorted geometry.

```
71
Properties=species:S:1:pos:R:3:forces:R:3
H 9.612570 9.910825 0.877040 0.176 0.049 0.142
H 7.532150 8.544310 0.558204 0.400 -0.131 -0.080
H 10.874163 3.724705 6.433214 -0.054 0.178 0.078
C 7.408084 3.501638 5.545388 0.227 -1.187 0.016
H 11.979520 4.003219 5.137055 0.391 -0.572 0.077
O 10.152297 7.952645 4.508164 -1.013 -1.560 -1.010
H 6.513837 9.267278 2.703329 0.161 0.259 0.159
F 7.666636 4.467506 -1.215375 -0.258 -0.282 -0.131
S 13.900847 5.823011 2.697853 0.262 0.416 0.068
H 8.253829 3.597457 6.228034 -0.070 0.642 0.001
H 7.632265 2.572115 5.015179 -0.161 0.250 -0.492
H 8.718235 6.826823 -0.498049 -0.702 -0.074 -0.526
H 6.494346 3.288508 6.102387 -0.081 0.354 0.008
H 11.342778 7.011214 -0.585878 0.011 -0.077 0.052
C 11.944429 5.603767 6.429055 0.952 -0.076 -0.288
C 10.780672 7.606473 5.628728 1.279 -0.189 -1.385
C 12.145635 7.752930 -0.580070 0.091 0.284 -0.185
H 13.115414 7.300904 -0.372809 -0.121 -0.148 0.264
H 14.429321 8.111564 2.855498 0.204 0.159 0.105
H 9.532799 1.737157 1.422899 0.397 0.162 -0.059
H 12.538056 3.507445 6.843287 0.474 0.199 -0.315
O 9.727521 5.449988 0.558535 0.211 -0.623 0.100
F 6.201863 5.710052 -0.188668 0.032 0.299 -0.556
Be 10.274846 6.272671 2.914107 -0.515 0.450 0.292
H 7.825816 5.797453 6.481753 0.352 0.616 -0.231
F 10.188555 9.523735 6.889439 0.111 0.053 0.090
H 9.901165 9.102770 -0.705765 -0.235 -0.238 0.326
H 14.759959 4.941687 4.716274 -0.442 -0.466 0.224
C 10.175055 8.180307 6.925615 -0.370 0.268 -0.656
C 14.872729 7.228281 3.302513 0.513 -1.006 -0.024
C 7.402649 5.108239 -0.076237 0.406 0.079 1.235
H 10.638834 10.631544 -0.445203 -0.038 0.228 0.371
O 8.291827 6.779657 1.491613 -0.533 0.785 0.010
S 7.178854 4.901372 4.427203 -0.088 0.328 0.860
O 8.503365 5.208810 3.838945 0.508 0.271 -0.209
H 15.900251 7.007843 2.998673 -0.053 0.415 -0.503
O 10.575122 3.970954 3.054962 0.455 0.923 0.299
S 11.809116 8.932969 0.745124 -0.195 -0.050 -0.112
H 12.267403 8.264947 -1.536661 -0.273 0.114 0.021
O 10.862411 6.178263 5.735157 -0.670 -0.400 0.557
H 8.291699 9.261184 2.894955 0.039 -0.036 -0.063
H 6.371183 7.496673 1.377713 0.031 -0.101 -0.527
C 11.878851 4.104101 6.215402 -1.234 0.147 -0.018
S 11.194911 2.628125 2.934822 -0.932 0.383 -0.233
H 12.878865 5.902275 5.928224 0.033 0.398 0.139
O 11.345577 8.121353 1.899516 -0.146 -0.673 0.620
H 12.040594 1.554197 1.009815 0.095 -0.032 0.079
F 10.847301 7.805673 8.028646 0.148 -0.004 0.153
H 11.733622 3.235806 0.606224 -0.183 0.352 0.369
F 8.893576 7.817803 7.113168 0.037 -0.049 0.072
H 7.066919 7.074950 5.402459 0.187 0.045 0.229
C 7.409037 8.638839 2.740364 0.031 0.725 -0.409
H 15.693881 4.248525 3.400683 -0.008 0.364 -0.381
H 8.844313 2.029004 2.924308 0.372 0.024 0.741
H 14.059322 3.661910 3.551502 -0.161 0.010 0.617
H 11.823072 7.972544 5.525255 0.265 0.052 0.882
H 14.947600 7.251519 4.389813 -0.694 0.122 0.049
C 10.327467 9.727806 0.081744 0.314 -0.216 -1.221
C 7.397300 7.877632 1.415164 -0.970 -0.508 1.633
C 9.758767 1.633363 2.489578 -0.204 -0.494 -1.385
H 9.924510 0.570073 2.662104 -0.051 0.061 0.358
H 6.119154 5.932489 6.434995 -0.360 -0.043 -0.514
F 7.228493 4.224129 0.926514 0.173 -0.457 -0.330
C 8.571414 6.045506 0.272780 2.203 1.059 1.257
H 7.322338 8.036061 3.640346 0.080 -0.417 -0.317
O 12.542546 6.003809 3.278808 -0.688 -0.220 0.218
C 14.687267 4.535418 3.709877 0.197 0.296 -0.339
C 12.113085 2.578436 1.387765 0.052 -0.918 -0.161
H 12.044388 5.904740 7.473708 -0.391 -0.031 0.034
H 13.156144 2.745948 1.650179 0.009 0.273 -0.221
C 7.008815 6.076948 5.819966 0.013 -0.814 0.074
```
Positions in Å, forces in eV/Å.

Output
- Total energy: -3439.67240 a.u.
- Energy above the lowest of the compared OMol25 structures with the same formula, charge and spin: 0.274 eV
- Frontier orbital gap: 7.817 eV
- Charge: 0

---

No. 3
DFT (ωB97M-V with the def2-TZVPD basis set) results for a structure of composition C3H4N2O2.

```
11
Properties=species:S:1:pos:R:3:forces:R:3
C -0.217005 -1.080776 -1.376482 -0.107 -0.053 0.159
H -1.252794 -0.426111 1.378500 0.051 0.045 -0.101
H 2.122699 -0.707614 -0.730913 -0.069 0.017 0.051
O -1.611742 2.283956 0.577226 0.411 -0.415 -0.131
O -0.020889 1.200635 -0.734770 0.089 0.101 0.005
C 0.205033 -0.186169 -0.266704 0.111 -0.221 -0.099
C -0.879174 1.378464 0.326319 -0.424 0.422 0.243
H -1.129272 -1.623670 -1.061112 0.091 0.015 0.003
N 1.478883 -0.666080 0.045179 0.135 0.135 -0.034
H 1.871909 -0.335540 0.917378 -0.084 -0.045 -0.107
N -0.567649 0.162906 0.925380 -0.204 -0.001 0.013
```
Positions in Å, forces in eV/Å.

Output
- Total energy: -376.56891 a.u.
- Energy above the lowest of the compared OMol25 structures with the same formula, charge and spin: 5.303 eV
- Frontier orbital gap: 8.521 eV
- Charge: 0

---

No. 4
DFT (ωB97M-V with the def2-TZVPD basis set) results for a structure of composition C25H19Cl3F6N3OSiTeTi at a distorted geometry.

```
60
Properties=species:S:1:pos:R:3:forces:R:3
C -0.475955 0.833808 2.337281 -0.057 -0.064 0.018
C -1.034850 -0.523844 2.135471 0.021 0.076 0.092
C -2.187367 -1.913365 -0.989924 -0.061 -0.023 -0.059
H -3.449363 -3.653931 -0.951381 0.003 0.013 0.014
Cl 3.373641 2.467917 0.815441 -0.014 0.050 -0.007
H -2.554220 -3.193314 3.498244 -0.004 -0.001 -0.001
C -2.426988 -2.755887 1.405703 -0.005 -0.002 0.004
H -2.901565 -1.692857 -4.714408 0.007 0.004 0.000
N -1.630776 -0.919819 -1.707080 0.253 -0.265 0.083
Cl 4.522548 0.017766 -0.906490 0.028 0.055 -0.088
C 0.288595 -3.800993 -2.106363 0.008 -0.027 0.030
C -1.904671 -1.879878 0.465165 -0.068 -0.004 -0.053
F 3.544156 -2.789220 -0.707890 0.021 -0.018 -0.003
H -3.021754 -3.606187 1.109123 0.005 -0.001 0.000
H -0.166292 -4.061145 -1.153174 -0.009 -0.012 0.011
H 0.647029 -4.710362 -2.585223 0.001 0.014 0.001
N -1.164080 -0.839437 0.842805 0.332 -0.031 0.240
F 3.026226 -1.533247 -3.099217 0.029 0.027 0.009
H 0.891329 4.652353 -1.643096 -0.004 0.001 0.007
F 1.877019 -3.773486 0.248800 -0.002 -0.009 0.012
C -1.509384 -1.358180 3.131529 -0.040 -0.026 -0.047
H -0.931115 1.020218 4.422600 0.003 0.000 0.001
H -0.228434 3.403636 4.496558 0.001 0.001 -0.003
C -3.292491 -2.802775 -2.909883 -0.015 -0.011 -0.030
C 4.270715 3.206427 -2.818394 -0.001 -0.030 -0.004
Si 2.779859 0.815324 -0.232498 0.041 -0.200 0.203
C 1.840408 4.237103 -1.961115 -0.047 -0.025 0.046
C -2.181684 -2.509513 2.747574 0.005 0.012 0.000
O 1.016777 -1.666508 -1.247543 0.136 -0.177 -0.059
H -0.447434 -3.329837 -2.749358 -0.050 0.029 -0.035
C -3.018656 -2.867328 -1.553117 0.007 0.039 0.010
C 2.056291 -2.436645 -3.224497 -0.013 0.003 0.006
C 2.975921 5.033493 -1.955477 -0.017 0.009 0.003
H 5.080198 5.136428 -2.358201 0.002 -0.002 0.002
F 2.864358 -4.703484 -1.437703 0.001 -0.018 -0.003
H 5.214466 2.802511 -3.160738 -0.002 -0.008 -0.009
C -2.720253 -1.789461 -3.653648 -0.018 0.014 0.018
C 0.234285 3.455200 2.403604 -0.002 0.000 -0.022
C 4.194907 4.514992 -2.370168 0.025 0.007 -0.005
Te 0.196481 1.681796 -2.357037 0.292 0.108 0.030
H -1.420061 -0.086243 -3.575749 0.005 -0.033 -0.026
N -0.021006 1.408451 1.206518 0.001 -0.010 0.022
H -3.939959 -3.535061 -3.373061 0.001 0.001 0.000
Cl 2.155001 -0.652327 1.333631 0.282 -0.035 0.254
C 1.444063 -2.839372 -1.863121 -0.074 0.116 -0.043
H -1.369273 -1.120867 4.175406 -0.002 0.003 -0.001
C -0.175670 2.847105 3.570665 -0.009 -0.014 0.014
H 3.188736 1.399992 -3.226682 0.025 -0.105 -0.018
C -0.554743 1.508387 3.535783 0.039 0.049 -0.029
H 2.908451 6.062673 -1.627060 -0.005 -0.004 0.003
C 0.302171 2.695556 1.242600 -0.040 0.044 -0.007
C 1.919156 2.911098 -2.378727 -0.004 0.072 -0.056
F 1.097274 -1.890559 -3.991361 -0.011 -0.003 0.006
Ti 0.472114 -0.159966 -0.458538 -0.963 0.265 -0.534
C 2.466685 -3.532338 -0.934997 -0.014 0.008 0.000
F 2.546979 -3.493711 -3.873619 0.002 -0.021 0.001
H 0.510959 4.499078 2.373826 0.001 0.000 0.007
H 0.624717 3.133307 0.308948 0.020 0.010 -0.029
C -1.891895 -0.879746 -3.012399 -0.011 0.038 0.011
C 3.133728 2.406049 -2.836877 -0.032 0.112 0.015
```
Positions in Å, forces in eV/Å.

Output
- Total energy: -4590.43940 a.u.
- Frontier orbital gap: 6.679 eV
- Charge: +1